1.
The following is a quantum chemistry calculation of a 5-piece molecular cluster, H12NO4 overall at a distorted geometry, from the Open Molecules 2025 dataset.

⟨S²⟩   0.757
E_HOMO (alpha / beta)   -18.008 / -18.007 eV
Gap between HOMO and LUMO (alpha / beta)   10.801 / 2.557 eV
Charge   +2
Energy relative to the best compared isomer or geometry (same formula, charge and spin)   56.4 kJ/mol
Largest force on an atom   3.8 eV Å⁻¹
Spin multiplicity   2

Last column: Löwdin spin population.
CARTESIAN COORDINATES (ANGSTROEM)
N  -1.80615  0.08886  -0.47280  0.000
H  -2.10660  -0.66900  0.27096  0.000
H  -0.85071  0.28034  -0.23540  -0.002
H  -2.28131  0.97527  -0.32598  0.000
H  -1.95235  -0.23523  -1.40227  0.000
H  4.68755  -0.50858  -1.10541  0.006
H  4.71478  -1.26868  -2.38961  0.007
O  4.11984  -0.72594  -1.85660  0.510
H  0.37629  2.37661  -0.46941  0.000
H  0.50425  1.92466  0.96442  -0.004
O  -0.18716  2.18218  0.28629  0.234
H  2.09289  0.05216  -0.65701  -0.001
H  1.39059  -0.96183  0.40764  -0.001
O  1.29203  -0.17916  -0.24526  0.251
H  -3.06080  -1.88154  2.59763  0.000
H  -3.77670  -0.37420  2.51717  0.000
O  -3.15643  -1.07595  2.11563  0.000

=====

2.
The following is a quantum chemistry calculation of H12NaO6 as an isolated structure at a distorted geometry, from the Open Molecules 2025 dataset.

E_HOMO   -14.293 eV
Gap between HOMO and LUMO   10.816 eV
Charge   +1
Energy relative to the best compared isomer or geometry (same formula, charge and spin)   1115.6 kJ/mol
Largest force on an atom   11.9 eV Å⁻¹

Last column: natural (NBO) charge in e.
CARTESIAN COORDINATES (ANGSTROEM)
Na  15.43240  5.18321  -1.25538  0.869
O  15.03857  7.49848  -0.84057  -1.003
H  14.75648  8.28817  -0.37901  0.479
H  14.70971  6.77683  -0.30456  0.450
O  15.63335  5.74889  -2.92603  -0.952
H  15.95305  5.56318  -3.80895  0.495
H  15.08440  6.52635  -3.02815  0.483
O  15.21788  6.02375  0.49674  -0.910
H  14.49057  6.07052  1.11727  0.501
H  15.68194  5.22001  0.73102  0.511
O  17.04058  5.84476  -1.05864  -0.987
H  17.96176  5.71652  -0.83231  0.492
H  16.92507  6.79493  -1.06508  0.516
O  13.91420  5.60104  -1.62962  -0.954
H  13.59827  6.06885  -2.40265  0.497
H  13.21150  5.69754  -0.98687  0.483
O  15.89937  3.81640  -1.97602  -0.962
H  16.64488  3.22740  -2.09236  0.495
H  15.42297  3.76712  -2.80479  0.498

=====

3.
The following is a quantum chemistry calculation of a 6-piece molecular cluster, H12O5S2 overall, from the Open Molecules 2025 dataset.

Structure (SMILES)   SS.O.O.O.O.O
E_HOMO   -8.557 eV
Gap between HOMO and LUMO   8.847 eV
Charge   0
Energy relative to the best compared isomer or geometry (same formula, charge and spin)   51.9 kJ/mol
Largest force on an atom   0.7 eV Å⁻¹

Last column: natural (NBO) charge in e.
CARTESIAN COORDINATES (ANGSTROEM)
S  2.20894  -0.25425  -0.24852  -0.123
S  4.24054  0.06350  -0.63997  -0.143
H  2.28917  -1.55882  -0.54079  0.139
H  4.48076  0.84734  0.39419  0.126
H  -3.10738  0.99233  1.44632  0.488
H  -1.92924  0.28360  2.19858  0.494
O  -2.24581  1.12922  1.86334  -0.981
H  -5.26662  0.88027  -0.50879  0.470
H  -4.61195  1.86743  -1.42721  0.470
O  -4.50275  1.47757  -0.55247  -0.939
H  -1.55311  -1.63034  1.10697  0.500
H  -1.78633  -2.77101  2.12441  0.477
O  -1.97080  -1.84480  1.95356  -0.981
H  -1.30962  2.05119  -1.23571  0.471
H  -1.02740  1.78298  0.24573  0.507
O  -1.07615  1.34986  -0.61601  -0.973
H  -0.82627  -0.56066  -1.04640  0.508
H  -1.58246  -1.75314  -1.60798  0.471
O  -0.89486  -1.52889  -0.97410  -0.982

=====

> Number 1 is which compound?

H12NO4